The following is a DFT calculation (ωB97M-V/def2-TZVPD) of one molecule with the formula C5H12N4 at a distorted geometry.

HOMO energy: -8.44 eV
Strongest force on any atom: 4.4 eV/A
Net charge: 0
Structure (SMILES): [H]/N=C\N1NCC[C@@H]1CN
DFT total energy: -416.61018 Ha
Spin multiplicity: 1
Energy relative to the best compared isomer or geometry (same formula, charge and spin): 3.681 eV
Molar mass: 128.2 Da

Geometry as XYZ:
```
21
Properties=species:S:1:pos:R:3:forces:R:3
N -0.968617 -0.311917 0.042150 2.24 1.09 0.45
N -1.250403 -2.309673 1.538444 2.37 2.54 -2.31
N 1.801028 -1.486979 0.831025 0.02 -4.25 -1.20
N -1.817416 0.643189 -0.489444 -2.24 2.40 -0.65
C 0.212184 1.726876 -0.543626 -0.69 -1.95 0.69
C 1.516018 -0.386301 -0.065848 2.51 -1.13 -3.34
C 0.305675 0.347180 0.382699 -0.30 1.46 -1.07
C -0.969094 1.374978 -1.434821 -1.75 2.15 0.70
C -1.548003 -1.361964 0.657471 -2.29 -1.60 2.93
H 0.362659 0.437540 1.506403 0.01 0.50 -1.05
H -2.614340 -1.167902 0.482818 -0.03 -0.96 -0.16
H -0.664587 0.798504 -2.230973 0.52 -1.81 -1.70
H 2.540758 -1.254029 1.426265 1.19 0.26 1.08
H 1.595890 -0.726127 -1.233645 -1.21 0.54 2.63
H -1.591739 2.234266 -1.942074 1.30 -1.26 1.41
H -0.131268 2.557137 0.026577 0.46 0.83 0.71
H 2.026076 -2.560392 0.483578 -0.91 4.10 0.54
H -2.115148 1.486577 0.172479 0.73 -2.64 -0.65
H -0.178079 -2.255174 1.672907 -1.87 -0.20 -0.08
H 1.105082 1.891145 -1.119939 0.55 0.30 0.20
H 2.383325 0.323066 -0.162445 -0.60 -0.37 0.86
```
Positions in Å, forces in eV/Å.

=====

The following is a DFT calculation (ωB97M-V/def2-TZVPD) of an isolated ion of composition C5H12N4 and charge +2 at a distorted geometry.

HOMO energy (alpha / beta): -17.14 / -17.14 eV
Strongest force on any atom: 3.2 eV/A
Net charge: +2
Structure (SMILES): C=C(N)/[NH+]=C\NC(C)=[NH2+]
DFT total energy: -416.05095 Ha
Spin multiplicity: 1
Energy relative to the best compared isomer or geometry (same formula, charge and spin): 0.887 eV
Molar mass: 128.2 Da

Geometry as XYZ:
```
21
Properties=species:S:1:pos:R:3:forces:R:3
N -1.464005 1.154463 -0.063305 -0.37 -2.10 0.57
N -2.084677 -1.146209 -0.340348 0.65 1.69 0.45
N 0.783740 1.331781 -0.167703 2.04 -0.64 0.30
N 2.253371 -0.077780 0.687772 -0.89 -1.36 -0.69
C -1.441047 -0.212687 0.426130 0.65 -1.29 0.12
C 1.173887 -0.039330 -0.092989 2.64 0.67 0.06
C 0.964828 -0.913335 -1.330667 -0.18 1.68 -0.93
C -0.375635 1.834426 -0.187903 -3.03 0.28 -0.85
C -0.681480 -0.505759 1.505489 -0.04 -0.36 -0.43
H 2.773847 -0.936663 0.798946 0.14 -0.17 -0.15
H 2.523882 0.658414 1.328415 -0.26 0.05 0.03
H 0.699300 -1.914782 -1.196311 -1.31 -1.50 1.10
H -0.333090 2.861916 -0.389663 -0.96 1.57 -0.11
H 1.899341 -1.188081 -1.872420 -0.01 1.34 0.36
H -0.665565 -1.563419 1.847969 0.21 1.09 -0.01
H 1.400518 2.111783 -0.009725 1.56 -0.54 -0.22
H -0.259267 0.324326 2.056244 0.00 -0.41 0.36
H 0.216467 -0.415930 -2.035790 1.17 -0.76 1.00
H -2.386935 1.472581 -0.203296 -0.96 1.44 -0.26
H -2.884088 -0.753006 -0.797697 -0.57 -0.70 -0.59
H -2.113396 -2.082711 0.036850 -0.48 0.03 -0.09
```
Positions in Å, forces in eV/Å.

=====

The following is a DFT calculation (ωB97M-V/def2-TZVPD) of a 2-piece molecular cluster, C5H12N4O overall at a distorted geometry.

HOMO energy: -7.01 eV
Strongest force on any atom: 1.9 eV/A
Net charge: 0
Structure (SMILES): N/C=C(/N)O.C=NC(=C)N
DFT total energy: -491.89453 Ha
Spin multiplicity: 1
Energy relative to the best compared isomer or geometry (same formula, charge and spin): 2.304 eV
Molar mass: 144.2 Da

Geometry as XYZ:
```
22
Properties=species:S:1:pos:R:3:forces:R:3
O 0.738191 0.651596 2.378682 -0.25 -0.30 -0.41
N 2.641030 0.718289 1.026414 -0.10 -0.48 0.12
N -0.356347 -1.564595 -1.852967 -0.40 -0.52 -0.80
N -0.699698 2.300232 0.611936 0.18 -0.68 -0.41
N -1.820040 0.165532 -1.293209 -0.13 1.45 -0.03
C 1.260245 0.966507 1.141230 -0.07 1.90 -0.12
C -0.390954 -2.815740 -2.007667 0.10 -0.17 0.36
C 0.583353 1.795442 0.321087 0.48 -0.46 0.71
C -1.083317 -0.912530 -0.838273 -0.20 -0.83 0.47
C -1.059676 -1.367706 0.426739 0.20 0.05 -0.31
H 1.037297 2.152600 -0.589353 0.03 -0.23 -0.17
H -0.795112 -2.394075 0.617798 0.85 0.03 -0.01
H -1.250496 -0.773893 1.299586 -0.75 0.21 0.02
H 0.154505 -3.296818 -2.806713 0.31 0.17 -0.22
H 1.466123 0.539612 2.999158 0.08 0.09 -0.03
H 2.990841 0.987129 0.116201 0.07 -0.08 0.10
H -0.889378 -3.511425 -1.329819 -0.42 0.15 0.05
H -1.924622 0.306048 -2.285944 0.49 -0.65 -0.17
H -1.560971 1.065967 -0.902442 -0.19 -0.17 0.59
H 2.868333 -0.251394 1.223634 0.01 -0.02 -0.30
H -0.913699 3.200255 0.199008 -0.02 -0.21 0.77
H -0.995608 2.038967 1.544915 -0.25 0.74 -0.20
```
Positions in Å, forces in eV/Å.

=====

The following is a DFT calculation (ωB97M-V/def2-TZVPD) of a 2-piece molecular cluster, C5H12N4O overall at a distorted geometry.

HOMO energy (alpha / beta): -13.04 / -17.82 eV
Strongest force on any atom: 9.8 eV/A
Net charge: +2
DFT total energy: -491.19123 Ha
⟨S²⟩: 2.018
Spin multiplicity: 3
Energy relative to the best compared isomer or geometry (same formula, charge and spin): 0.000 eV
Molar mass: 144.2 Da

Geometry as XYZ:
```
22
Properties=species:S:1:pos:R:3:forces:R:3
O -2.128862 -2.788828 0.059953 -0.95 -1.83 -0.26
N -3.258450 -0.765417 0.577826 0.55 2.61 1.12
N 0.166460 -1.097569 -0.192079 5.35 -1.59 -1.92
N -1.386451 0.570106 0.557771 2.68 0.28 0.30
N 4.255169 -0.508725 -1.360996 2.78 -1.06 -0.42
C -0.529793 1.672328 0.857403 -0.69 1.65 -0.64
C -2.251146 -1.519393 0.240937 5.69 1.59 -0.11
C -2.664885 0.522149 0.989343 -5.92 1.12 1.25
C 3.068547 -0.193255 -1.076414 -0.60 1.65 1.34
C -0.926850 -0.683287 0.243777 -9.09 -3.53 0.70
H 2.292123 -0.925146 -0.819926 0.43 0.09 -0.47
H 4.732789 -1.413764 -1.426433 -1.88 -1.08 0.14
H 0.047198 1.710370 -0.060527 0.82 0.50 0.24
H -2.913298 -3.301902 0.342021 0.40 0.09 -0.23
H 0.221176 -2.133432 -0.420034 -0.58 1.58 0.66
H -4.237920 -0.847889 0.591218 -1.13 -0.66 -0.13
H -3.357967 1.341128 0.539674 1.43 -0.79 0.76
H -1.175228 2.607671 0.882335 0.99 -1.11 0.31
H 5.130598 -0.000378 -1.518014 -1.07 2.04 0.11
H -2.770172 0.644364 2.145148 0.52 -0.04 -1.44
H 0.077004 1.523894 1.773133 -0.38 0.07 -0.50
H 2.790214 0.898753 -0.870568 0.64 -1.58 -0.80
```
Positions in Å, forces in eV/Å.

=====

The following is a DFT calculation (ωB97M-V/def2-TZVPD) of a 2-piece molecular cluster, C5H12N4O2 overall at a distorted geometry.

HOMO energy: -17.21 eV
Strongest force on any atom: 5.0 eV/A
Net charge: +2
DFT total energy: -566.41400 Ha
Spin multiplicity: 1
Energy relative to the best compared isomer or geometry (same formula, charge and spin): 3.707 eV
Molar mass: 160.2 Da

Geometry as XYZ:
```
23
Properties=species:S:1:pos:R:3:forces:R:3
O 0.302394 3.229158 2.934811 1.52 -0.36 0.42
O 1.227815 1.158953 1.168978 0.72 -0.69 0.12
N -1.495385 -1.297410 -1.058989 2.44 1.36 0.15
N -2.324140 -0.770576 -0.076518 2.36 1.02 0.82
N 0.543236 0.687221 0.269903 -2.85 4.08 0.46
N 0.453546 -0.458212 -0.092320 1.46 -3.35 0.26
C -2.195189 -1.677898 -2.214231 -2.05 -1.49 -2.53
C -0.205674 -1.028003 -1.139383 -2.00 0.20 -0.48
C 2.637612 2.551102 3.490066 2.44 -0.98 0.70
C 1.358787 2.930180 3.182265 -3.33 1.31 -0.40
C 0.594326 -1.501293 -2.308204 1.00 -0.06 1.84
H -1.820033 -1.182645 -3.100781 -0.37 0.78 0.02
H 3.091364 2.369708 2.505885 0.06 -0.47 -0.03
H -2.124174 -2.706313 -2.557927 0.49 -0.61 0.82
H 3.280449 3.384746 3.896112 -0.93 -0.72 0.18
H 1.615872 -1.606550 -1.895480 -0.40 -0.17 -0.59
H -3.288296 -1.572303 -2.064206 0.78 0.51 -0.21
H -0.201494 1.390924 -0.045636 0.99 -0.57 -0.51
H 2.582101 1.585054 4.108762 0.32 1.37 -0.70
H -3.080554 -1.380871 -0.035339 -1.85 -1.15 0.49
H -1.787776 -0.819871 0.794732 -0.55 0.02 0.08
H 0.206381 -2.443543 -2.616961 -0.06 -0.82 -0.36
H 0.628833 -0.841558 -3.145539 -0.18 0.78 -0.54
```
Positions in Å, forces in eV/Å.

=====

The following is a DFT calculation (ωB97M-V/def2-TZVPD) of an isolated ion of composition C5H12NO and charge -1 at a distorted geometry.

HOMO energy: -2.10 eV
Strongest force on any atom: 2.5 eV/A
Net charge: -1
Structure (SMILES): CCN(C)CC[O-]
DFT total energy: -327.63245 Ha
Spin multiplicity: 1
Energy relative to the best compared isomer or geometry (same formula, charge and spin): 1.731 eV
Molar mass: 102.2 Da

Geometry as XYZ:
```
19
Properties=species:S:1:pos:R:3:forces:R:3
O 1.227594 1.221295 2.694852 0.05 0.78 0.54
N -0.205621 -0.070627 -0.438164 -0.22 -1.14 0.44
C -0.840091 -1.690281 -2.236415 -0.17 2.08 -0.54
C -1.405838 0.776608 -0.575832 2.51 -0.15 -0.04
C 0.808873 0.381970 0.526460 -0.70 1.36 -0.82
C 0.273959 -0.897499 -1.529367 -0.37 -0.76 1.47
C 0.412989 0.404345 2.049790 0.48 -0.77 -0.28
H -1.240439 -2.533423 -1.671618 0.24 0.04 -0.18
H 0.907677 -0.326378 -2.218191 0.01 -0.01 -0.51
H -0.716755 0.624086 2.091818 0.60 -0.11 0.00
H 0.956549 1.451924 0.218169 0.45 -0.33 0.77
H 1.782276 -0.114444 0.368614 -0.50 -0.07 0.08
H -1.382527 1.326801 -1.532997 -0.67 -0.61 -0.42
H -1.625810 -0.934415 -2.383242 -0.34 -0.47 0.13
H 0.538268 -0.660953 2.467812 -0.54 0.24 -0.65
H -1.240223 1.635282 0.092240 -0.65 -0.68 0.50
H 0.892683 -1.653903 -1.020931 0.34 0.34 -0.39
H -0.553753 -1.880941 -3.272392 0.16 -0.77 0.16
H -2.226030 0.091826 -0.355829 -0.68 1.03 -0.25
```
Positions in Å, forces in eV/Å.

=====

Repeat the first record exactly.
The following is a DFT calculation (ωB97M-V/def2-TZVPD) of one molecule with the formula C5H12N4 at a distorted geometry.

HOMO energy: -8.44 eV
Strongest force on any atom: 4.4 eV/A
Net charge: 0
Structure (SMILES): [H]/N=C\N1NCC[C@@H]1CN
DFT total energy: -416.61018 Ha
Spin multiplicity: 1
Energy relative to the best compared isomer or geometry (same formula, charge and spin): 3.681 eV
Molar mass: 128.2 Da

Geometry as XYZ:
```
21
Properties=species:S:1:pos:R:3:forces:R:3
N -0.968617 -0.311917 0.042150 2.24 1.09 0.45
N -1.250403 -2.309673 1.538444 2.37 2.54 -2.31
N 1.801028 -1.486979 0.831025 0.02 -4.25 -1.20
N -1.817416 0.643189 -0.489444 -2.24 2.40 -0.65
C 0.212184 1.726876 -0.543626 -0.69 -1.95 0.69
C 1.516018 -0.386301 -0.065848 2.51 -1.13 -3.34
C 0.305675 0.347180 0.382699 -0.30 1.46 -1.07
C -0.969094 1.374978 -1.434821 -1.75 2.15 0.70
C -1.548003 -1.361964 0.657471 -2.29 -1.60 2.93
H 0.362659 0.437540 1.506403 0.01 0.50 -1.05
H -2.614340 -1.167902 0.482818 -0.03 -0.96 -0.16
H -0.664587 0.798504 -2.230973 0.52 -1.81 -1.70
H 2.540758 -1.254029 1.426265 1.19 0.26 1.08
H 1.595890 -0.726127 -1.233645 -1.21 0.54 2.63
H -1.591739 2.234266 -1.942074 1.30 -1.26 1.41
H -0.131268 2.557137 0.026577 0.46 0.83 0.71
H 2.026076 -2.560392 0.483578 -0.91 4.10 0.54
H -2.115148 1.486577 0.172479 0.73 -2.64 -0.65
H -0.178079 -2.255174 1.672907 -1.87 -0.20 -0.08
H 1.105082 1.891145 -1.119939 0.55 0.30 0.20
H 2.383325 0.323066 -0.162445 -0.60 -0.37 0.86
```
Positions in Å, forces in eV/Å.

=====

> Which formula does entry 4 have?

C5H12N4O

=====

> Which of these has the highest energy relative to the best compared isomer or geometry (same formula, charge and spin)?

C5H12N4O2